Entry from OMol25: C7H15N3SSi in the gas phase at a distorted geometry (wB97M-V/def2-TZVPD).

Geometry as ORCA input:
```
! wB97M-V def2-TZVPD RIJCOSX def2/J DEFGRID3
* xyz 0 3
C -0.0385 -1.7381 0.6080
C -0.9582 -0.1248 -0.8823
C -1.1970 2.8567 -3.6160
C -0.0089 0.7222 2.3973
C 2.4370 -0.4650 1.2173
C 1.1259 -2.4433 3.2406
C -1.9889 2.0608 -2.5955
N -0.1867 -2.5666 -0.2482
N -1.0603 -1.0279 -1.7478
N -0.7884 -2.3071 -1.4453
Si 0.8754 -0.9567 2.0498
S -1.1649 1.5745 -1.0034
H -1.8168 3.1807 -4.4532
H -0.8140 3.7992 -3.1616
H -0.3948 2.1730 -4.0754
H 0.9600 1.3353 2.3993
H -0.7858 0.9752 1.5965
H -0.4347 0.7544 3.4246
H 3.2375 -1.2940 0.8749
H 2.0047 0.0326 0.3567
H 3.1177 0.2527 1.8211
H 0.2276 -3.0298 3.4318
H 2.0481 -2.9501 2.8355
H 1.2310 -1.9914 4.2452
H -2.5791 1.3012 -2.9738
H -2.6819 2.7629 -2.1379
H -0.3660 -2.8868 -2.1580
*
```

Its strongest force on any atom is 0.106 hartree/bohr. The value obtained for the HOMO-LUMO gap (alpha / beta) is 5.70 / 5.13 eV. The lowest unoccupied orbital energy (alpha / beta) is 0.82 / -2.34 eV. The HOMO energy (alpha / beta) comes out at -4.9 / -7.5 eV. The value obtained for the energy is -30677.819 eV.